w | Entry from OMol25: 4 unconnected molecules or ions with the total composition C4H16NO3 (ωB97M-V with the def2-TZVPD basis set).

```
24
Properties=species:S:1:pos:R:3:mulliken_charge:R:1
C -0.60209 1.67074 0.90020 -1.1366
C 0.85034 1.23626 0.97794 -0.2134
C 1.61065 1.38866 -0.35801 -0.7420
C 0.92405 1.10919 -2.64675 -0.0947
N 0.83910 0.76373 -1.43758 0.2168
H -1.22995 0.84163 1.22620 0.1787
H -1.00248 2.14566 0.00370 0.3684
H -0.86680 2.43171 1.63819 0.3730
H 0.92640 0.17736 1.22334 0.1620
H 1.38836 1.76025 1.75773 0.4315
H 2.59629 0.95890 -0.21251 0.3193
H 1.76914 2.43782 -0.58457 0.4570
H 1.57612 1.91499 -2.95817 0.2943
H 0.37349 0.54350 -3.38578 0.2612
H 0.36689 -0.14104 -1.23775 0.2075
H -2.65534 -2.85574 -0.23501 0.2817
H -2.75883 -2.73273 1.34852 0.3023
O -2.30419 -2.43227 0.55735 -0.6188
H 0.42094 -2.26216 2.20648 0.2996
H -0.95096 -1.66389 2.23262 0.2484
O -0.02814 -1.40794 2.12423 -0.5668
H -0.62812 -1.89642 -0.26810 0.3914
H -0.20108 -2.38439 -1.69598 0.2903
O -0.41379 -1.60382 -1.17631 -0.7111
```

Output
* total charge: +1
* frontier orbital gap: 10.6 eV
* lowest unoccupied orbital energy: -4.090 eV
* HOMO: -14.729 eV

***

x | Entry from OMol25: 4 unconnected molecules or ions with the total composition C4H16NO3 (ωB97M-V with the def2-TZVPD basis set).

```
24
Properties=species:S:1:pos:R:3:mulliken_charge:R:1
C -3.00943 -0.55975 -0.32827 -1.1892
C -1.86560 -1.48229 -0.64677 -0.3921
C -0.97944 -1.76121 0.34331 -0.4938
C -0.50441 -0.48047 1.10362 -0.1750
O -0.29561 0.58119 0.39505 -0.4163
N 3.96756 1.60592 -0.92997 -0.6773
H -3.69975 -0.86399 -1.14007 0.3562
H -2.73017 0.48679 -0.24012 0.3580
H -3.53713 -0.93423 0.56468 0.3551
H -2.25186 -2.43522 -1.06983 0.4397
H -1.46808 -2.52255 1.00883 0.3590
H -0.13642 -2.28372 -0.12639 0.2798
H -1.39744 -0.44593 1.88332 0.4482
H 0.30650 -0.80985 1.81375 0.4037
H -1.37826 -1.10406 -1.52280 0.3280
H 4.72427 1.17248 -1.42753 0.2551
H 4.02973 2.62053 -0.73861 0.2521
H 4.16954 1.11455 -0.06314 0.2455
H 0.37379 2.94003 2.46150 0.3409
H 0.62991 1.78596 1.43426 0.3637
O 0.94034 2.69100 1.65852 -0.6039
H 0.73447 0.30827 -0.87856 0.3761
H 2.03429 0.48803 -1.87658 0.3342
O 1.34322 -0.11147 -1.67819 -0.5476
```

Output
* total charge: +1
* frontier orbital gap: 3.2 eV
* lowest unoccupied orbital energy: -10.258 eV
* HOMO: -13.442 eV

***

Which structure is the least stable? The one labeled x.

***

w | Entry from OMol25: 2 unconnected molecules or ions with the total composition C2H8 (ωB97M-V with the def2-TZVPD basis set).

```
10
Properties=species:S:1:pos:R:3:mulliken_charge:R:1
C 7.63541 -3.83131 3.97521 -0.5680
H 6.89546 -3.80776 3.16162 0.2585
H 8.06406 -4.84139 4.05257 0.2412
H 7.14587 -3.56706 4.92417 -0.1988
H 8.43689 -3.10841 3.76294 0.2658
C 6.35221 -3.07560 6.55760 -1.0166
H 5.44514 -3.09371 5.93559 0.2118
H 7.23034 -2.89209 5.92104 0.2638
H 6.46578 -4.04282 7.06904 0.2358
H 6.26789 -2.27353 7.30565 0.3065
```

Output
* total charge: 0
* frontier orbital gap: 12.5 eV
* lowest unoccupied orbital energy: 1.137 eV
* HOMO: -11.374 eV

***

x | Entry from OMol25: 2 unconnected molecules or ions with the total composition C2H8 (ωB97M-V with the def2-TZVPD basis set).

```
10
Properties=species:S:1:pos:R:3:mulliken_charge:R:1
C -2.53948 -9.90723 -5.57808 -0.9944
H -3.11724 -9.35193 -4.82452 0.2234
H -1.52794 -9.48146 -5.65228 0.3103
H -3.04146 -9.83203 -6.55398 0.2062
H -2.47123 -10.96441 -5.28194 0.2655
C -5.07208 -9.43668 -5.05406 -1.0380
H -5.13979 -9.62368 -6.13593 0.2192
H -4.97331 -8.35607 -4.87369 0.2800
H -4.19392 -9.95834 -4.64577 0.2222
H -5.98162 -9.80899 -4.55996 0.3056
```

Output
* total charge: 0
* frontier orbital gap: 12.3 eV
* lowest unoccupied orbital energy: 1.135 eV
* HOMO: -11.149 eV

***

Which structure is the least stable? The one labeled x.

***

w | Entry from OMol25: a gas-phase ion, C10H13N2 (charge +1) (ωB97M-V with the def2-TZVPD basis set).

```
25
Properties=species:S:1:pos:R:3:mulliken_charge:R:1
C 2.57757 -0.05321 -1.56129 -0.0584
N 2.27555 -0.08885 -0.33225 0.2196
C 3.20396 0.26721 0.66496 -0.9067
C 1.02792 -0.73629 -0.00018 -0.2909
N 0.52355 -0.92740 1.26147 -0.3655
C -0.13258 0.25591 0.82433 -0.1688
C -1.53901 0.11900 0.42708 0.2449
C -2.28189 1.11121 -0.20556 -0.3063
C -3.57012 0.92832 -0.74667 -0.5691
C -4.17192 -0.27513 -0.44051 -0.2815
C -3.52044 -1.24636 0.20360 -0.5187
C -2.15801 -1.15557 0.60320 -0.4125
H 3.37727 0.49106 -1.97422 0.2626
H 1.80368 -0.30284 -2.33938 0.2267
H 3.68865 -0.75471 0.98398 0.3544
H 2.76005 1.00968 1.39348 0.2930
H 4.06277 0.78499 0.27779 0.3863
H 0.62957 -1.28678 -0.81808 0.4667
H 1.02234 -1.05287 2.10535 0.2659
H 0.32931 1.18585 1.23100 0.4102
H -1.88397 2.14346 -0.24803 0.3210
H -4.19440 1.56293 -1.35263 0.3983
H -5.13587 -0.38737 -0.98509 0.2921
H -4.05320 -2.16791 0.38349 0.3622
H -1.77832 -1.98603 1.19089 0.3745
```

Output
* total charge: +1
* frontier orbital gap: 7.2 eV
* lowest unoccupied orbital energy: -4.840 eV
* HOMO: -12.037 eV

***

x | Entry from OMol25: a gas-phase ion, C10H13N2 (charge +1) (ωB97M-V with the def2-TZVPD basis set).

```
25
Properties=species:S:1:pos:R:3:mulliken_charge:R:1
C -0.12442 -2.42504 -1.18663 -0.8920
N 0.06287 -1.23595 -0.39897 0.0057
C 0.82739 -1.51700 0.81798 -0.7924
C 0.60674 -0.20715 -1.20320 -0.8363
C 0.48065 1.31338 -0.60534 0.9610
C 1.24011 2.41636 -1.07054 -0.9519
C 0.71219 3.53237 -0.50315 -0.6935
C -0.30240 3.07486 0.39424 0.2707
C -1.13427 3.57307 1.41493 -0.3997
C -1.70899 2.44392 1.99163 -0.9290
C -1.41626 1.32153 1.22872 0.1532
N -0.45489 1.74328 0.31641 0.1643
H 0.94536 -2.83046 -1.42018 0.3707
H -0.64341 -3.12506 -0.61854 0.4423
H -0.80326 -2.44276 -2.15328 0.3246
H -0.96132 -1.00224 -0.15082 0.3291
H 1.85911 -1.68254 0.39009 0.3591
H 0.68957 -0.55434 1.38267 0.3180
H 0.43531 -2.35256 1.21383 0.4225
H 1.42857 -0.30471 -1.84810 0.3508
H 1.96611 2.22109 -1.82433 0.4602
H 0.90863 4.57646 -0.42047 0.4711
H -1.22097 4.61155 1.79900 0.4015
H -2.53691 2.40074 2.61247 0.4241
H -1.94479 0.31960 1.22978 0.2660
```

Output
* total charge: +1
* frontier orbital gap (spin up / spin down): 6.6 / 6.8 eV
* lowest unoccupied orbital energy (spin up / spin down): -4.713 / -4.711 eV
* HOMO (spin up / spin down): -11.320 / -11.559 eV

***

y | Entry from OMol25: 2 unconnected molecules or ions with the total composition C10H13N2 (ωB97M-V with the def2-TZVPD basis set).

```
25
Properties=species:S:1:pos:R:3:mulliken_charge:R:1
C 3.71345 0.36939 -0.01353 -0.3528
C 2.82408 1.22316 0.70316 -0.4288
C 3.13676 -0.60009 -0.81417 -0.7637
C 1.49769 0.86564 0.78333 0.0935
C 1.89059 -1.05948 -0.52224 -0.3104
C 1.03463 -0.32354 0.20234 0.3720
C -4.32436 -0.09446 0.28848 -0.2645
C -1.95097 0.55249 -0.05427 0.2268
C -1.47735 1.01601 -1.39892 -0.9283
C -0.56346 -1.89393 0.84971 -0.4196
N -3.06920 -0.01745 0.15048 0.0023
N -0.31176 -0.71418 0.58691 -0.0740
H 4.78925 0.63731 0.03966 0.3556
H 3.30361 2.14582 1.27450 0.2679
H 3.86943 -1.15266 -1.43701 0.3172
H 0.78028 1.60422 1.31322 0.1505
H 1.70590 -1.99430 -1.04471 0.3724
H -4.90987 0.82887 0.52869 0.2783
H -1.65891 1.08617 0.85011 0.3593
H -0.44960 0.85894 -1.37770 0.2887
H -1.45154 2.16104 -1.41673 0.2840
H -2.14912 0.55403 -2.04994 0.3717
H -1.56521 -2.29162 0.90928 0.1998
H 0.13441 -2.69526 1.04157 0.3315
H -4.79872 -1.06610 0.60777 0.2706
```

Output
* total charge: +1
* frontier orbital gap: 8.5 eV
* lowest unoccupied orbital energy: -3.901 eV
* HOMO: -12.418 eV

***

Which structure is the least stable? The one labeled x.

***

w | Entry from OMol25: a gas-phase ion, C6H11N (charge +1) (ωB97M-V with the def2-TZVPD basis set).

```
18
Properties=species:S:1:pos:R:3:mulliken_spin:R:1
C -0.16296 -1.63249 2.71333 0.0111
N -1.63050 -0.04380 0.30240 0.0007
C -0.31678 -0.42711 0.43917 0.2360
C 0.36938 -0.98869 1.45037 0.3023
C 1.15957 1.70779 -2.55823 0.0005
C 0.23524 1.20079 -1.43401 0.2373
C 0.34847 0.02556 -0.86573 0.0836
H 0.58158 -1.36160 3.56079 0.0171
H -1.23624 -1.44262 2.99128 0.0021
H -0.06414 -2.69844 2.55048 0.0451
H -2.29639 -0.62069 -0.25451 0.0088
H -1.72940 0.97541 0.13939 0.0088
H 1.45541 -0.89436 1.39323 0.0086
H 0.84010 1.50267 -3.57550 0.0262
H 1.18694 2.81419 -2.53401 0.0011
H 2.21511 1.38410 -2.49810 0.0086
H -0.49298 2.05157 -1.24148 0.0031
H 1.15606 -0.71866 -1.11776 -0.0011
```

Output
* total charge: +1
* frontier orbital gap (spin up / spin down): 9.6 / 5.5 eV
* 2S+1: 2
* lowest unoccupied orbital energy (spin up / spin down): -4.110 / -8.085 eV
* HOMO (spin up / spin down): -13.751 / -13.591 eV

***

x | Entry from OMol25: a gas-phase ion, C6H11N (charge +1) (ωB97M-V with the def2-TZVPD basis set).

```
18
Properties=species:S:1:pos:R:3:mulliken_spin:R:1
C 0.44515 1.96627 0.91002 -0.0123
N -0.25553 0.72962 1.28596 0.1017
C -0.02903 -0.48211 0.64633 0.0083
C -1.05601 -1.06801 -0.12664 0.5767
C -0.41343 -0.85410 -1.36902 -0.1189
C -0.53470 0.16660 -2.32737 0.3981
C 1.37976 -0.98997 0.82480 0.0058
H 1.41137 2.11283 1.40522 0.0036
H -0.17445 2.84657 1.18705 0.0001
H 0.61338 2.01451 -0.17815 0.0079
H -1.24677 0.92331 1.15517 -0.0109
H -2.04867 -1.01835 0.30537 0.0092
H 0.42774 -1.51283 -1.55650 0.0240
H 0.38307 0.52649 -2.78011 0.0087
H -1.47899 0.61294 -2.59634 0.0017
H 1.82634 -0.82741 1.80147 0.0001
H 1.32958 -2.06605 0.62668 -0.0023
H 2.11437 -0.64641 0.08600 -0.0015
```

Output
* total charge: +1
* frontier orbital gap (spin up / spin down): 8.2 / 8.1 eV
* 2S+1: 2
* lowest unoccupied orbital energy (spin up / spin down): -5.158 / -6.137 eV
* HOMO (spin up / spin down): -13.384 / -14.243 eV

***

Which structure is the least stable? The one labeled x.

***

w | Entry from OMol25: CH3N5 in the gas phase (ωB97M-V with the def2-TZVPD basis set).

```
9
Properties=species:S:1:pos:R:3:mulliken_charge:R:1
N 2.11394 -0.14581 0.31933 -0.5550
C 0.79926 0.13868 -0.21441 0.3049
N -0.16897 1.04281 -0.18777 -0.0823
N -1.54801 0.55365 0.16711 -0.1852
N -1.39726 -0.65729 0.24059 -0.1224
N -0.09602 -0.99367 -0.30988 -0.1101
H 2.74368 0.58041 0.02146 0.1986
H 0.07653 2.04861 -0.13025 0.2460
H 0.05856 -2.05888 -0.21042 0.3056
```

Output
* total charge: 0
* frontier orbital gap: 9.5 eV
* lowest unoccupied orbital energy: 0.453 eV
* HOMO: -9.042 eV

***

x | Entry from OMol25: CH3N5 in the gas phase (ωB97M-V with the def2-TZVPD basis set).

```
9
Properties=species:S:1:pos:R:3:mulliken_charge:R:1
H -1.95941 1.35058 0.75104 0.2480
N -1.54739 1.31993 -0.16377 -0.5019
C -0.68681 0.44522 -0.05960 0.4401
N 0.22506 0.13837 -1.14252 -0.1717
N 1.06278 -0.66420 -0.79498 -0.2498
N 1.14334 -0.71100 0.62593 -0.1130
N -0.18367 -0.42213 1.05551 -0.3005
H 1.33452 -1.81857 0.56148 0.3250
H -0.15510 0.16984 1.98391 0.3238
```

Output
* total charge: 0
* frontier orbital gap: 10.0 eV
* lowest unoccupied orbital energy: 0.222 eV
* HOMO: -9.828 eV

***

Which structure is the least stable? The one labeled w.

***

w | Entry from OMol25: 2 unconnected molecules or ions with the total composition C4H11S2 (ωB97M-V with the def2-TZVPD basis set).

```
17
Properties=species:S:1:pos:R:3:mulliken_charge:R:1
C 1.84113 -1.79935 0.27761 -0.7313
S 3.08346 -0.52291 0.57256 -0.1369
C 1.96141 0.89301 0.65904 -0.6925
H 1.38055 -2.10630 1.20934 0.2506
H 1.10827 -1.39442 -0.42569 0.1609
H 2.30933 -2.67594 -0.15752 0.3215
H 2.55182 1.74712 0.97521 0.3072
H 1.11454 0.75957 1.32989 0.2169
H 1.56254 1.09787 -0.33307 0.2212
C -2.79325 0.12398 -0.72666 -1.0604
C -1.48964 0.75061 -0.25035 0.3475
S -0.96052 2.30145 -1.05836 -0.6952
H -2.64551 -0.61405 -1.51376 0.2620
H -3.28733 -0.41136 0.10368 0.2809
H -3.49875 0.88368 -1.07360 0.2907
H -1.55755 0.93861 0.81713 0.1834
H -0.68051 0.02842 -0.40546 -0.5266
```

Output
* total charge: -1
* frontier orbital gap: 5.5 eV
* lowest unoccupied orbital energy: 3.124 eV
* HOMO: -2.391 eV

***

x | Entry from OMol25: 2 unconnected molecules or ions with the total composition C4H11S2 (ωB97M-V with the def2-TZVPD basis set).

```
17
Properties=species:S:1:pos:R:3:mulliken_charge:R:1
C -1.42480 -0.57900 1.33102 -0.6343
S -0.83297 0.06914 2.94620 -0.1508
C 0.05208 1.51936 2.31324 -0.7646
H -0.54205 -1.00782 0.88394 0.1022
H -1.64696 0.25674 0.67369 0.2226
H -2.32183 -1.17122 1.44308 0.3334
H 1.10283 1.32460 2.20589 0.2590
H -0.46913 1.88076 1.43945 0.2326
H -0.02593 2.34645 3.03046 0.3058
C 0.25656 0.72134 -3.68688 -1.0731
C 1.17801 -0.33433 -3.10491 -0.4567
S 0.76288 -0.87330 -1.40443 -0.6677
H 0.17988 1.55908 -3.05293 0.2735
H -0.78004 0.33117 -3.68464 0.2522
H 0.33900 0.93970 -4.75432 0.3537
H 2.16113 0.16364 -3.11422 0.1848
H 1.28662 -1.26635 -3.64871 0.2273
```

Output
* total charge: -1
* frontier orbital gap: 5.6 eV
* lowest unoccupied orbital energy: 3.228 eV
* HOMO: -2.418 eV

***

Which structure is the least stable? The one labeled x.